Record 1
{"formula": "CH6O2", "method": "ωB97M-V with the def2-TZVPD basis set", "symbols": ["C", "O", "H", "H", "H", "H", "O", "H", "H"], "coordinates": [[0.000, 0.000, 0.000], [0.912, -1.075, -0.458], [0.305, 0.898, -0.563], [0.274, 0.138, 1.059], [-1.096, -0.103, -0.069], [1.801, -0.709, -0.270], [1.932, -1.789, 2.028], [2.401, -1.077, 1.537], [1.086, -1.910, 1.541]], "forces_ev_per_angstrom": [[1.8, 0.5, 0.3], [-1.0, 0.8, 0.1], [-0.5, -0.1, 0.3], [-0.5, 0.3, -0.2], [0.8, -0.9, -0.4], [-0.9, -0.4, -0.5], [-0.2, 0.6, -0.5], [-0.6, -0.9, 0.7], [1.0, 0.1, 0.2]], "nbo_charge": [-0.274, -0.728, 0.175, 0.171, 0.203, 0.456, -0.936, 0.449, 0.486], "e_lumo_ev": 0.6, "homo_ev": -10.81, "charge": 0, "smiles": "CO.O", "e_above_lowest_kcal_mol": 14.0, "fmax_ev_per_a": 1.94, "mol_weight_g_mol": 50.06, "orbital_gap_ha": 0.420}

=====

Record 2
{"formula": "CH6O2", "method": "ωB97M-V with the def2-TZVPD basis set", "symbols": ["C", "O", "H", "H", "H", "H", "O", "H", "H"], "coordinates": [[-0.479, 1.201, -0.845], [-0.597, -0.217, -0.960], [-0.856, 1.673, -1.710], [-0.848, 1.776, 0.026], [0.554, 1.587, -0.879], [0.057, -0.659, -0.313], [0.917, -0.822, 1.552], [0.013, -1.482, 1.869], [1.394, -1.790, 1.340]], "forces_ev_per_angstrom": [[1.7, 0.6, 0.5], [1.2, -0.1, 1.7], [-1.1, 0.1, -1.1], [-0.6, -1.1, 0.1], [0.2, -0.8, 0.1], [-1.5, 1.4, -1.2], [-2.5, -7.8, 0.5], [3.4, 3.7, -1.1], [-0.8, 4.0, 0.6]], "nbo_charge": [-0.257, -0.740, 0.178, 0.161, 0.157, 0.489, -0.925, 0.469, 0.468], "e_lumo_ev": 0.2, "homo_ev": -10.00, "charge": 0, "smiles": "CO.O", "e_above_lowest_kcal_mol": 35.4, "fmax_ev_per_a": 8.20, "mol_weight_g_mol": 50.06, "orbital_gap_ha": 0.374}

=====

Record 3
{"formula": "CH6O2", "method": "ωB97M-V with the def2-TZVPD basis set", "symbols": ["C", "O", "H", "H", "H", "H", "O", "H", "H"], "coordinates": [[-1.674, -0.147, 0.762], [-1.797, -0.437, 2.133], [-0.949, -0.861, 0.338], [-1.300, 0.877, 0.593], [-2.634, -0.262, 0.231], [-1.705, -1.384, 2.369], [3.433, 0.990, -1.840], [3.559, 1.146, -2.804], [3.066, 0.079, -1.782]], "forces_ev_per_angstrom": [[0.3, -1.0, -0.6], [-0.1, -0.1, 1.2], [-0.2, 0.4, -0.3], [-0.2, -0.4, 0.4], [0.2, 0.1, 0.1], [-0.1, 1.0, -0.8], [-0.3, -0.8, -0.9], [-0.1, -0.2, 1.0], [0.4, 1.0, -0.1]], "nbo_charge": [-0.239, -0.737, 0.159, 0.183, 0.160, 0.473, -0.939, 0.470, 0.469], "e_lumo_ev": 0.8, "homo_ev": -10.35, "charge": 0, "smiles": "CO.O", "e_above_lowest_kcal_mol": 7.7, "fmax_ev_per_a": 1.25, "mol_weight_g_mol": 50.06, "orbital_gap_ha": 0.408}

=====

Record 4
{"formula": "CH6O2Si", "method": "ωB97M-V with the def2-TZVPD basis set", "symbols": ["O", "Si", "H", "H", "C", "O", "H", "H", "H", "H"], "coordinates": [[1.534, -4.069, 0.326], [0.512, -3.029, 0.027], [0.670, -1.560, -0.539], [-1.014, -3.514, 0.151], [-0.497, 1.802, 0.196], [0.217, 2.371, -0.851], [-0.121, 0.904, 0.762], [-1.399, 1.515, -0.287], [-0.771, 2.581, 0.863], [0.868, 2.998, -0.649]], "forces_ev_per_angstrom": [[1.5, -0.8, 0.3], [-3.1, 1.3, -0.9], [0.0, -1.4, 0.7], [1.6, 0.9, -0.1], [-0.2, -0.3, 0.4], [-0.2, -1.6, -1.8], [0.4, 0.9, -0.7], [-1.0, -0.6, -0.1], [-0.3, 0.5, 1.2], [1.3, 1.1, 1.1]], "nbo_charge": [-1.145, 1.566, -0.203, -0.218, -0.240, -0.726, 0.151, 0.179, 0.165, 0.471], "e_lumo_ev": -0.4, "homo_ev": -10.65, "charge": 0, "smiles": "O=[SiH2].CO", "e_above_lowest_kcal_mol": 95.4, "fmax_ev_per_a": 3.46, "mol_weight_g_mol": 78.14, "orbital_gap_ha": 0.376}

=====

Record 5
{"formula": "CH6OS", "method": "ωB97M-V with the def2-TZVPD basis set", "symbols": ["C", "S", "H", "H", "H", "H", "O", "H", "H"], "coordinates": [[1.777, 0.205, -3.189], [0.198, 0.901, -2.420], [2.410, 0.878, -3.740], [1.397, -0.551, -3.892], [2.292, -0.247, -2.393], [-0.456, 1.499, -1.370], [-2.033, -1.706, 7.014], [-2.208, -1.955, 6.109], [-0.995, -1.617, 7.025]], "forces_ev_per_angstrom": [[-0.3, 0.2, 0.8], [-2.7, -0.6, -2.8], [-0.1, 0.8, 0.1], [-0.3, 0.4, 0.6], [1.0, -0.8, 0.7], [2.4, 0.0, 0.6], [3.3, 0.4, 0.4], [-0.2, -0.1, -0.4], [-3.2, -0.3, 0.0]], "nbo_charge": [-0.588, -0.312, 0.217, 0.237, 0.214, 0.231, -0.935, 0.466, 0.469], "e_lumo_ev": -0.1, "homo_ev": -9.03, "charge": 0, "smiles": "CS.O", "e_above_lowest_kcal_mol": 50.9, "fmax_ev_per_a": 4.00, "mol_weight_g_mol": 66.12, "orbital_gap_ha": 0.329}

=====

Record 6
{"formula": "CH6OS", "method": "ωB97M-V with the def2-TZVPD basis set", "symbols": ["C", "S", "H", "H", "H", "H", "O", "H", "H"], "coordinates": [[0.576, 1.686, -1.452], [-0.116, 0.487, -0.091], [-0.042, 1.464, -2.296], [0.420, 2.681, -0.993], [1.622, 1.428, -1.653], [-0.826, -0.431, -0.857], [-0.292, -2.369, 1.506], [-0.311, -2.615, 2.490], [-0.124, -1.493, 1.421]], "forces_ev_per_angstrom": [[-0.4, -1.2, 1.9], [0.0, 0.2, -1.4], [-0.2, 0.4, -0.5], [0.2, -0.6, -0.7], [-0.4, 0.3, 0.2], [0.7, 0.9, 0.4], [-1.0, -5.2, 2.4], [0.1, 0.9, -2.3], [1.0, 4.2, -0.1]], "nbo_charge": [-0.654, -0.162, 0.222, 0.226, 0.220, 0.150, -0.940, 0.473, 0.465], "e_lumo_ev": 0.8, "homo_ev": -9.30, "charge": 0, "smiles": "CS.O", "e_above_lowest_kcal_mol": 11.8, "fmax_ev_per_a": 5.84, "mol_weight_g_mol": 66.12, "orbital_gap_ha": 0.372}

=====

Record 7
{"formula": "CH6OS2", "method": "ωB97M-V with the def2-TZVPD basis set", "symbols": ["C", "O", "H", "H", "H", "H", "S", "S", "H", "H"], "coordinates": [[-1.032, -2.401, -0.784], [-0.458, -2.628, 0.481], [-1.823, -1.646, -0.761], [-1.417, -3.303, -1.246], [-0.303, -2.055, -1.534], [0.108, -1.896, 0.651], [1.448, 1.121, -0.031], [-0.646, 1.543, 0.213], [1.293, 0.665, -1.285], [-0.500, 0.896, 1.370]], "forces_ev_per_angstrom": [[0.1, 0.6, -1.1], [-0.7, -1.0, -0.3], [-0.1, -0.1, 0.1], [-0.2, -0.4, 0.5], [0.1, 0.1, 0.3], [0.8, 0.9, 0.4], [-0.8, 0.3, -0.5], [1.3, -0.3, 0.2], [0.2, -0.1, 0.1], [-0.7, 0.0, 0.2]], "nbo_charge": [-0.250, -0.715, 0.162, 0.181, 0.154, 0.465, -0.145, -0.122, 0.135, 0.136], "e_lumo_ev": -0.2, "homo_ev": -9.30, "charge": 0, "smiles": "CO.SS", "e_above_lowest_kcal_mol": 19.8, "fmax_ev_per_a": 1.39, "mol_weight_g_mol": 98.19, "orbital_gap_ha": 0.335}

=====

Record 8
{"formula": "CH6P2S", "method": "ωB97M-V with the def2-TZVPD basis set", "symbols": ["C", "P", "P", "S", "H", "H", "H", "H", "H", "H"], "coordinates": [[0.628, 0.109, 0.214], [0.843, -1.269, -0.978], [-0.697, 0.976, -0.151], [-2.518, 0.199, 0.410], [1.407, 0.885, 0.367], [-2.035, -0.646, 1.204], [-0.411, -1.974, -0.804], [1.469, -2.049, -0.103], [-0.426, 2.224, 0.591], [-0.927, 1.760, -1.317]], "forces_ev_per_angstrom": [[0.8, -0.7, -0.6], [-0.4, 0.7, -1.0], [0.0, 4.0, 1.7], [-1.8, 1.8, -2.2], [0.0, -1.0, -0.2], [1.3, -1.8, 1.8], [0.4, 0.5, 0.1], [1.1, -1.7, 1.2], [-0.7, -1.1, -0.3], [-0.7, -0.8, -0.4]], "nbo_charge": [-1.259, 0.292, 0.936, -0.230, 0.268, 0.152, -0.030, -0.040, -0.029, -0.059], "e_lumo_ev": 0.6, "homo_ev": -7.60, "charge": 0, "e_above_lowest_kcal_mol": 57.1, "fmax_ev_per_a": 4.34, "mol_weight_g_mol": 112.07, "orbital_gap_ha": 0.301}

=====

Record 9
{"formula": "CH6P2S", "method": "ωB97M-V with the def2-TZVPD basis set", "symbols": ["C", "P", "P", "S", "H", "H", "H", "H", "H", "H"], "coordinates": [[-0.393, -0.162, 0.724], [-2.008, -0.346, -0.167], [1.202, 0.095, -0.209], [1.177, 1.282, -1.695], [-0.203, -0.971, 1.312], [-0.422, 1.110, 1.415], [-1.384, -1.156, -1.151], [-1.783, 0.862, -0.821], [2.034, 0.384, 1.030], [1.779, -1.098, -0.438]], "forces_ev_per_angstrom": [[0.4, 6.2, -0.9], [0.7, -0.2, 0.3], [-1.2, -2.3, 3.7], [-0.5, 2.4, -3.4], [0.6, -1.9, 2.3], [-0.1, -3.8, -1.3], [-0.4, 0.0, -0.3], [-0.2, 0.3, -0.6], [0.1, 0.3, 1.0], [0.6, -1.1, -0.8]], "nbo_charge": [-0.989, 0.342, 0.484, -0.040, 0.219, 0.182, -0.036, -0.027, -0.127, -0.008], "e_lumo_ev": [0.7, -3.5], "homo_ev": [-4.27, -9.91], "charge": 0, "e_above_lowest_kcal_mol": 68.4, "s2": 2.01, "fmax_ev_per_a": 6.25, "mol_weight_g_mol": 112.07, "orbital_gap_ha": [0.182, 0.235], "spin_multiplicity": 3}

=====

Record 10
{"formula": "CH6S2", "method": "ωB97M-V with the def2-TZVPD basis set", "symbols": ["C", "H", "H", "H", "H", "S", "S", "H", "H"], "coordinates": [[2.310, -0.155, 0.775], [2.571, -0.533, -0.215], [1.887, 0.831, 0.522], [1.423, -0.629, 1.202], [3.095, -0.064, 1.525], [-3.436, -0.865, -0.853], [-1.948, 0.730, -1.385], [-4.398, -0.126, -1.435], [-1.504, 0.812, -0.134]], "forces_ev_per_angstrom": [[-1.2, 1.1, -0.3], [0.3, -0.5, 0.5], [0.5, 0.1, 0.3], [0.4, -0.5, -0.2], [0.1, -0.1, -0.4], [-2.1, -1.8, 0.4], [2.0, 1.9, -0.8], [0.1, -0.2, 0.2], [0.0, 0.1, 0.2]], "nbo_charge": [-0.872, 0.219, 0.224, 0.224, 0.199, -0.594, -0.591, 0.098, 0.092], "e_lumo_ev": [3.7, 3.6], "homo_ev": [-0.27, -3.26], "charge": -1, "e_above_lowest_kcal_mol": 3.5, "s2": 0.75, "fmax_ev_per_a": 2.85, "mol_weight_g_mol": 82.19, "orbital_gap_ha": [0.146, 0.253], "spin_multiplicity": 2}